The following is a DFT calculation (ωB97M-V with the def2-TZVPD basis set) of C11H31O12S6Sr as an isolated structure.

```
61
C11H31O12S6Sr (ωB97M-V with the def2-TZVPD basis set)
Sr 1.764 -20.989 14.502
S 2.197 -17.751 15.642
O 0.766 -17.733 15.901
O 2.747 -18.955 15.126
O 2.018 -16.778 14.655
O 2.947 -17.172 16.695
O -1.832 -19.324 12.500
C -0.564 -18.996 12.752
O -0.278 -17.990 13.378
O 0.343 -19.745 12.649
H -2.416 -18.630 12.814
C 3.051 -19.913 10.202
S 3.063 -21.699 10.894
O 2.497 -21.683 12.285
C 1.547 -22.141 9.834
H 2.235 -19.490 10.789
H 2.972 -19.816 9.119
H 3.960 -19.421 10.548
H 1.700 -22.322 8.770
H 0.733 -21.427 9.952
H 1.338 -23.190 10.046
C 0.392 -25.127 14.804
S 1.600 -24.291 13.656
O 2.392 -23.309 14.492
C 2.830 -25.634 13.491
H -0.365 -25.764 14.347
H -0.367 -24.412 15.125
H 0.869 -25.734 15.572
H 2.872 -25.939 12.445
H 2.667 -26.451 14.194
H 3.852 -25.282 13.628
C -2.779 -23.386 14.950
S -1.763 -21.910 14.533
O -0.352 -22.079 15.116
C -2.577 -20.595 15.513
H -2.778 -24.189 14.213
H -3.841 -23.145 14.967
H -2.537 -23.821 15.920
H -2.802 -20.913 16.531
H -3.384 -20.191 14.902
H -1.989 -19.682 15.606
C 6.430 -20.878 15.966
S 4.899 -21.857 15.902
O 4.173 -21.252 14.727
C 5.615 -23.545 15.343
H 7.000 -20.877 15.037
H 6.937 -21.738 16.405
H 6.395 -20.049 16.673
H 6.105 -23.635 14.373
H 4.720 -24.154 15.213
H 6.230 -24.067 16.076
C 0.285 -19.170 18.530
S 1.363 -20.745 18.383
O 1.612 -21.184 16.894
C 2.813 -19.744 18.925
H 0.079 -19.143 19.600
H -0.619 -19.402 17.966
H 0.733 -18.226 18.222
H 3.624 -20.345 18.514
H 2.987 -19.718 20.000
H 2.874 -18.769 18.441
```

Output
LUMO energy (spin up / spin down) = 3.38 / 3.70 eV
charge = -2
2S+1 = 2
largest force on an atom = 0.1907 Eh/bohr
⟨S²⟩ = 0.75

The following is a DFT calculation (ωB97M-V with the def2-TZVPD basis set) of C11H32O6 as an isolated structure.

```
49
C11H32O6 (ωB97M-V with the def2-TZVPD basis set)
O 18.244 -2.147 -18.169
H 18.570 -3.043 -18.082
H 18.955 -1.674 -18.602
C 19.952 -0.286 -18.115
C 21.422 -0.360 -17.759
O 21.569 -1.487 -16.947
O 19.777 -1.240 -19.074
H 19.759 0.697 -18.546
H 19.221 -0.540 -17.347
H 21.641 0.576 -17.244
H 22.149 -0.360 -18.571
H 22.485 -1.766 -16.889
H 20.337 -1.961 -18.778
C 19.542 -5.737 -16.604
C 20.642 -5.458 -17.697
C 21.074 -4.000 -17.804
O 21.713 -6.299 -17.328
H 18.576 -5.315 -16.878
H 19.881 -5.309 -15.660
H 19.294 -6.797 -16.543
H 20.286 -5.674 -18.705
H 21.265 -3.458 -16.878
H 20.216 -3.490 -18.242
H 21.848 -3.923 -18.568
H 22.547 -5.910 -17.600
C 17.451 -7.062 -18.486
C 17.178 -5.721 -19.239
C 18.144 -4.683 -18.759
O 17.465 -5.981 -20.522
H 17.022 -6.959 -17.489
H 18.482 -7.339 -18.267
H 17.062 -7.926 -19.025
H 16.135 -5.478 -19.036
H 18.018 -4.424 -17.708
H 17.919 -3.816 -19.379
H 19.219 -4.866 -18.759
H 18.304 -6.443 -20.586
C 19.757 -2.304 -16.647
C 18.905 -3.427 -15.956
C 18.392 -2.796 -14.650
O 17.847 -3.848 -16.746
H 20.733 -2.291 -16.162
H 19.377 -1.283 -16.684
H 20.160 -2.555 -17.628
H 19.449 -4.352 -15.764
H 19.073 -2.453 -13.870
H 17.735 -3.569 -14.252
H 17.804 -1.893 -14.813
H 17.427 -3.065 -17.108
```

Output
LUMO energy = 0.05 eV
largest force on an atom = 0.2004 Eh/bohr
energy relative to the best compared isomer or geometry (same formula, charge and spin) = 465.2 kcal per mole

Calculated values (eV) of calculated total energy for the records, taken in order: -102320.31157 -24189.69122.